No. 1
Entry from OMol25: a cluster of 2 separate species, C2H4Cl2OS in total at a distorted geometry (ωB97M-V with the def2-TZVPD basis set).

Kohn-Sham gap (alpha / beta)	8.528 / 8.527	eV
relative energy (zero: lowest compared OMol25 entry of this formula, charge and spin)	0.9288	eV

Last column: natural (NBO) charge in e.
Atoms and positions in Å:
Cl: 2.25 0.63 0.36  0.1069
Cl: -0.18 -4.14 0.06  -0.2672
S: -0.12 -0.84 0.80  1.1224
O: -1.53 -0.89 0.55  -0.9127
C: 0.61 0.56 0.18  -0.3399
C: -0.09 1.72 -0.50  -0.6741
H: -1.12 1.60 -0.62  0.2515
H: 0.11 2.54 0.14  0.2397
H: 0.10 1.75 -1.49  0.2430
H: -0.03 -2.94 0.53  0.2303

No. 2
Entry from OMol25: a cluster of 2 separate species, C2H4Cl3NO3P in total at a distorted geometry (ωB97M-V with the def2-TZVPD basis set).

net charge	-1
Kohn-Sham gap	8.064	eV
relative energy (zero: lowest compared OMol25 entry of this formula, charge and spin)	0.0000	eV

Last column: natural (NBO) charge in e.
Atoms and positions in Å:
Cl: 2.44 -1.94 -0.54  -0.1615
Cl: 2.64 -0.37 1.84  -0.0528
Cl: 2.30 0.98 -0.69  0.0292
P: -0.72 1.11 0.27  2.2917
O: 0.03 1.77 1.33  -1.1383
O: -0.72 1.63 -1.16  -1.1892
O: -2.35 1.15 0.58  -1.0155
N: -0.82 -1.29 -0.86  -0.7949
C: -0.50 -0.69 0.30  -0.2077
C: 1.81 -0.37 0.26  -0.2776
H: -0.22 -2.13 -1.03  0.3854
H: -2.45 1.99 0.09  0.4835
H: -0.76 -0.59 -1.65  0.4217
H: -0.67 -1.26 1.27  0.2259

No. 3
Entry from OMol25: a cluster of 2 separate species, C2H4ClFO2 in total at a distorted geometry (ωB97M-V with the def2-TZVPD basis set).

Kohn-Sham gap (alpha / beta)	8.097 / 8.308	eV
relative energy (zero: lowest compared OMol25 entry of this formula, charge and spin)	3.9351	eV

Last column: natural (NBO) charge in e.
Atoms and positions in Å:
Cl: 0.58 -3.51 1.61  0.1567
F: -1.43 -2.07 0.77  -0.2861
O: 0.78 -0.58 1.03  -0.7003
O: 0.07 -2.61 -0.80  -0.6923
C: -0.19 -2.51 0.51  0.7708
C: 0.47 0.43 0.17  -0.2743
H: 1.20 0.17 -0.73  0.1221
H: 0.50 -1.84 -1.19  0.5381
H: 0.79 1.51 0.49  0.1926
H: -0.64 0.42 0.09  0.1726

No. 4
Entry from OMol25: a structure of composition C2H4ClFeO8S at a distorted geometry (ωB97M-V with the def2-TZVPD basis set).

net charge	+1
Kohn-Sham gap (alpha / beta)	4.556 / 4.160	eV
spin multiplicity	5
relative energy (zero: lowest compared OMol25 entry of this formula, charge and spin)	0.0000	eV

Last column: Löwdin spin population.
Atoms and positions in Å:
Fe: 2.71 1.94 2.54  3.7450
Cl: -0.16 0.79 3.33  -0.0040
S: -0.69 0.48 -2.78  0.0000
O: 1.31 0.93 3.68  0.1736
O: -0.80 1.38 4.44  0.0234
O: -0.46 -0.55 3.00  0.0131
O: 0.62 -0.54 -2.71  0.0000
O: -0.27 1.59 2.12  0.0490
O: -1.23 0.08 -1.33  0.0001
O: -1.58 0.07 -3.80  0.0000
O: -0.11 1.78 -2.81  0.0000
C: 0.41 -1.52 -1.71  0.0000
C: -0.30 -0.73 -0.61  0.0000
H: -0.15 -2.34 -2.14  0.0000
H: 0.28 -0.12 0.09  -0.0002
H: -0.93 -1.42 -0.04  0.0000
H: 1.36 -1.82 -1.26  0.0000

No. 5
Entry from OMol25: a cluster of 2 separate species, C2H4ClIN2O in total at a distorted geometry (ωB97M-V with the def2-TZVPD basis set).

Kohn-Sham gap	9.420	eV
relative energy (zero: lowest compared OMol25 entry of this formula, charge and spin)	0.4333	eV

Last column: natural (NBO) charge in e.
Atoms and positions in Å:
I: -1.33 -0.84 -1.31  -0.0029
Cl: 0.00 2.13 -1.10  0.0336
O: 0.28 0.06 2.45  -0.5257
N: 1.59 0.06 -1.01  -0.8597
N: -1.95 0.62 2.13  -0.7653
C: 0.36 0.57 -1.63  -0.1822
C: -0.82 0.29 2.21  0.8630
H: 0.64 0.72 -2.69  0.2208
H: 1.65 -0.98 -1.27  0.3932
H: -2.79 0.21 1.86  0.4251
H: 1.77 0.41 -0.07  0.4002

No. 6
Entry from OMol25: a cluster of 2 separate species, C2H4ClN in total at a distorted geometry (ωB97M-V with the def2-TZVPD basis set).

Kohn-Sham gap (alpha / beta)	8.878 / 8.877	eV
relative energy (zero: lowest compared OMol25 entry of this formula, charge and spin)	4.7132	eV

Last column: natural (NBO) charge in e.
Atoms and positions in Å:
Cl: -2.20 -0.14 0.07  0.0190
N: 0.33 0.95 -0.06  -0.6129
C: 0.55 -0.38 0.41  -0.2869
C: -0.55 -0.02 -0.40  0.0816
H: 0.49 -0.56 1.54  0.1929
H: 0.18 1.80 0.58  0.4055
H: -0.16 -0.60 -2.18  -0.0021
H: 1.36 -1.05 0.05  0.2028

No. 7
Entry from OMol25: the molecule C2H4ClN2P at a distorted geometry (ωB97M-V with the def2-TZVPD basis set).

Kohn-Sham gap	7.305	eV
relative energy (zero: lowest compared OMol25 entry of this formula, charge and spin)	4.5982	eV

Last column: natural (NBO) charge in e.
Atoms and positions in Å:
Cl: -3.49 0.87 0.27  -0.1442
P: -2.06 -1.68 -0.32  1.0816
N: -0.71 -1.98 0.47  -0.7628
N: -1.93 -0.09 -0.37  -0.6696
C: -0.86 0.67 -0.50  -0.2815
C: 0.36 -1.38 0.56  0.0027
H: -0.72 1.65 -0.02  0.2278
H: -0.64 0.60 -1.55  0.2027
H: 0.67 -0.54 -0.07  0.1729
H: 1.10 -1.63 1.22  0.1705

No. 8
Entry from OMol25: the ion C2H4ClN2S2 with charge +1 at a distorted geometry (ωB97M-V with the def2-TZVPD basis set).

net charge	+1
Kohn-Sham gap	7.568	eV
relative energy (zero: lowest compared OMol25 entry of this formula, charge and spin)	0.3287	eV

Last column: natural (NBO) charge in e.
Atoms and positions in Å:
Cl: 0.39 -0.50 3.70  -0.1434
S: -2.32 -0.29 0.79  0.6405
S: -0.59 -1.23 1.87  0.7953
N: -1.40 0.42 -0.25  -0.5973
N: 0.36 -0.66 0.64  -0.7512
C: -0.21 0.12 -0.39  0.4657
C: 0.57 0.69 -1.49  -0.6865
H: 1.46 1.29 -1.17  0.2710
H: -0.22 1.35 -1.98  0.2791
H: 1.18 -1.23 0.55  0.4611
H: 0.78 0.04 -2.27  0.2657

No. 9
Entry from OMol25: a cluster of 2 separate species, C2H4ClN3 in total at a distorted geometry (ωB97M-V with the def2-TZVPD basis set).

Kohn-Sham gap (alpha / beta)	6.732 / 6.707	eV
relative energy (zero: lowest compared OMol25 entry of this formula, charge and spin)	4.0255	eV

Last column: natural (NBO) charge in e.
Atoms and positions in Å:
Cl: -1.22 -2.71 -2.08  0.0801
N: -0.50 0.48 0.08  -0.4066
N: 1.07 -0.81 -1.15  -0.7693
N: -1.76 -1.47 -1.16  -0.6312
C: -0.07 -0.45 -0.64  0.5492
C: -1.37 0.74 0.98  -0.0124
H: 1.95 -0.45 -0.80  0.3996
H: 1.07 -1.50 -1.89  0.4207
H: -1.64 0.03 1.75  0.1851
H: -1.84 1.71 0.98  0.1850

No. 10
Entry from OMol25: a cluster of 2 separate species, C2H4ClNO2 in total at a distorted geometry (ωB97M-V with the def2-TZVPD basis set).

Kohn-Sham gap	10.748	eV
relative energy (zero: lowest compared OMol25 entry of this formula, charge and spin)	2.3231	eV

Last column: natural (NBO) charge in e.
Atoms and positions in Å:
Cl: 2.07 2.16 -0.43  0.0654
O: 0.19 2.41 -2.66  -0.6351
O: -0.24 -1.18 0.70  -0.4810
N: 0.41 1.80 -0.40  -0.4834
C: -0.25 2.03 -1.46  0.3888
C: 0.84 -1.54 1.07  0.2920
H: 1.48 -1.12 1.86  0.0988
H: 1.06 2.66 -2.39  0.4794
H: 1.44 -2.43 0.70  0.0902
H: -1.29 1.88 -1.42  0.1848